Entry 1:
{
  "formula": "C22H38P2V",
  "method": "ωB97M-V with the def2-TZVPD basis set",
  "charge": 2,
  "multiplicity": 2,
  "relative_energy_kcal_mol": 80.1,
  "homo_energy_ev": [-13.4, -13.9],
  "e_lumo_ev": [-6.9, -6.9],
  "species": ["P", "P", "C", "C", "H", "H", "H", "H", "C", "H", "H", "H", "C", "H", "H", "H", "C", "H", "H", "H", "C", "H", "H", "H", "V", "C", "C", "C", "C", "C", "C", "C", "C", "C", "H", "H", "H", "H", "H", "H", "H", "H", "H", "H", "H", "H", "H", "H", "H", "C", "C", "C", "C", "C", "C", "C", "H", "H", "H", "H", "H", "H", "H"],
  "coordinates": [[-1.7179, 2.0849, 0.8165], [-0.2894, -0.8582, -1.4916], [-1.7393, 1.6363, -0.9279], [-1.7872, 0.1096, -1.1904], [-0.9909, 2.1857, -1.5202], [-2.7081, 2.0498, -1.2338], [-2.3258, -0.4391, -0.4027], [-2.3220, -0.0595, -2.1311], [0.4275, 0.1154, -2.8670], [1.1484, -0.4847, -3.4435], [0.9253, 1.0242, -2.4870], [-0.4159, 0.3945, -3.5207], [-1.0592, -2.3088, -2.4538], [-1.6592, -1.8317, -3.2614], [-1.8030, -2.9189, -1.9069], [-0.3277, -2.9626, -2.9636], [-1.9183, 3.8938, 1.3577], [-1.7938, 3.9297, 2.4470], [-2.9549, 4.2161, 1.2020], [-1.2006, 4.5939, 0.9199], [-3.4289, 1.6480, 1.3176], [-3.7859, 0.8561, 0.6427], [-4.0210, 2.5764, 1.1827], [-3.4271, 1.3341, 2.3758], [0.4218, -2.5974, -0.7222], [0.9045, 2.7298, 0.1721], [1.1697, 3.9113, 0.7669], [1.9042, 4.0112, 2.0334], [1.4174, 3.0608, 3.2028], [0.0027, 2.7240, 3.2234], [-0.6763, 1.7848, 2.3686], [0.3571, 0.7931, 1.7317], [1.3616, 1.4030, 0.7352], [-1.0267, -3.5265, 0.4902], [0.5901, 2.7812, -0.9072], [0.7830, 4.8349, 0.3378], [1.8617, 5.0576, 2.3779], [2.9716, 3.7870, 1.8549], [1.9940, 2.1141, 3.1545], [1.6211, 3.6116, 4.1514], [-0.5602, 3.1187, 4.0704], [-1.4858, 1.2827, 2.9282], [-0.2236, 0.0083, 1.2214], [0.8466, 0.2600, 2.5623], [2.3588, 1.5014, 1.2014], [1.5330, 0.6748, -0.0875], [-1.1306, -4.6058, 0.2900], [-2.0284, -3.0528, 0.5223], [-0.5522, -3.4087, 1.4914], [2.5153, -1.6641, -1.3622], [2.4178, -3.1109, -1.4381], [2.2452, -3.8322, -0.2056], [1.3928, -4.9256, -0.1996], [0.7304, -5.3335, -1.3633], [1.0294, -4.7411, -2.5903], [1.8784, -3.6415, -2.6354], [2.7163, -1.1709, -2.3236], [3.0556, -1.2224, -0.5190], [2.7571, -3.4708, 0.7080], [1.2951, -5.5072, 0.7215], [0.0117, -6.1582, -1.3270], [0.6152, -5.1485, -3.5203], [2.0993, -3.1172, -3.5769]]
}

---

Entry 2:
{
  "formula": "C22H39BGeN7O3V",
  "method": "ωB97M-V with the def2-TZVPD basis set",
  "multiplicity": 3,
  "relative_energy_kcal_mol": 0.0,
  "homo_energy_ev": [-8.9, -8.8],
  "e_lumo_ev": [-0.3, 0.3],
  "species": ["V", "C", "C", "C", "C", "C", "C", "N", "N", "B", "N", "C", "C", "C", "N", "C", "C", "C", "N", "C", "C", "C", "N", "C", "C", "C", "H", "H", "H", "H", "H", "H", "H", "H", "H", "H", "H", "H", "H", "H", "H", "H", "H", "H", "H", "H", "H", "H", "H", "H", "H", "H", "H", "H", "C", "Ge", "C", "C", "C", "H", "H", "H", "H", "H", "H", "H", "H", "H", "H", "H", "O", "N", "O", "O"],
  "coordinates": [[0.2420, -0.1227, -0.0394], [-0.3474, -3.1152, 3.2610], [-0.9358, -1.7283, 2.9975], [-2.1232, -1.4477, 3.9177], [0.1218, -0.6741, 3.1431], [0.7801, -0.2474, 4.3056], [1.6845, 0.7023, 3.8767], [1.5593, 0.8364, 2.5501], [0.6044, 0.0016, 2.0999], [2.4136, 1.6228, 1.5514], [3.1368, 0.6241, 0.6302], [4.4495, 0.4201, 0.4850], [4.6417, -0.4730, -0.5465], [3.3525, -0.7827, -1.0020], [2.4483, -0.1082, -0.2837], [2.9997, -1.7063, -2.1308], [3.9409, -1.4961, -3.3178], [3.0401, -3.1685, -1.6781], [1.5513, 2.5285, 0.6602], [1.7371, 3.8473, 0.4955], [1.0287, 4.2551, -0.6097], [0.4244, 3.0892, -1.1014], [0.7362, 2.0573, -0.3160], [-0.4305, 3.0016, -2.3350], [-1.8451, 3.5321, -2.0821], [-0.4620, 1.6058, -2.9392], [-1.1098, -3.8815, 3.1116], [0.0172, -3.1952, 4.2874], [0.4815, -3.3231, 2.5842], [-1.2871, -1.7028, 1.9646], [-1.8152, -1.4715, 4.9655], [-2.8985, -2.2025, 3.7806], [-2.5579, -0.4669, 3.7179], [0.6207, -0.5886, 5.3134], [2.4047, 1.2931, 4.4174], [3.1985, 2.3017, 2.1487], [5.1506, 0.9350, 1.1206], [5.5764, -0.8461, -0.9258], [1.9881, -1.4580, -2.4535], [4.9623, -1.7896, -3.0677], [3.9579, -0.4535, -3.6372], [3.6210, -2.1093, -4.1612], [4.0463, -3.4274, -1.3398], [2.7865, -3.8308, -2.5077], [2.3521, -3.3578, -0.8558], [2.3775, 4.3877, 1.1717], [0.9652, 5.2439, -1.0294], [0.0418, 3.6797, -3.0536], [-2.3783, 2.9058, -1.3656], [-2.4170, 3.5335, -3.0119], [-1.8263, 4.5497, -1.6906], [-1.0412, 0.9249, -2.3159], [0.5411, 1.1935, -3.0632], [-0.9441, 1.6296, -3.9176], [-3.4789, -0.5286, -2.4239], [-3.4802, -0.2203, -0.4788], [-4.8390, 1.1676, -0.1299], [-4.0837, -1.8397, 0.4649], [-1.7868, 0.4076, 0.2700], [-4.3859, -1.0649, -2.7087], [-2.6211, -1.1059, -2.7621], [-3.4814, 0.4277, -2.9508], [-5.8455, 0.7545, -0.2123], [-4.7534, 1.9921, -0.8397], [-4.7165, 1.5713, 0.8764], [-5.0959, -2.0921, 0.1435], [-4.1121, -1.6565, 1.5413], [-3.4441, -2.7023, 0.2821], [-1.9338, 0.3358, 1.3548], [-1.7596, 1.4844, 0.0723], [-1.3638, -2.9380, -1.2281], [-0.4732, -2.1602, -1.1061], [-0.2109, -1.2192, -1.8896], [0.3031, -2.1407, -0.0548]]
}

---

Entry 3:
{
  "formula": "C22H39Br16F3O5",
  "method": "ωB97M-V with the def2-TZVPD basis set",
  "multiplicity": 1,
  "relative_energy_kcal_mol": 16.0,
  "homo_energy_ev": -8.1,
  "e_lumo_ev": -0.1,
  "species": ["O", "C", "O", "C", "O", "C", "F", "F", "F", "O", "C", "C", "C", "O", "H", "H", "H", "H", "H", "H", "H", "Br", "C", "C", "Br", "H", "H", "H", "H", "Br", "C", "C", "Br", "H", "H", "H", "H", "Br", "C", "C", "Br", "H", "H", "H", "H", "Br", "C", "C", "Br", "H", "H", "H", "H", "Br", "C", "C", "Br", "H", "H", "H", "H", "Br", "C", "C", "Br", "H", "H", "H", "H", "Br", "C", "C", "Br", "H", "H", "H", "H", "Br", "C", "C", "Br", "H", "H", "H", "H"],
  "coordinates": [[0.5858, -3.3226, -4.7004], [1.0272, -2.3367, -4.2001], [1.3709, -1.2284, -4.9801], [0.2341, -0.5874, -5.5333], [-0.3454, -1.3027, -6.6268], [-1.6939, -1.3946, -6.5480], [-2.3350, -0.2128, -6.2305], [-2.1262, -1.7788, -7.8096], [-2.0434, -2.4144, -5.7390], [1.2599, -2.3278, -2.8263], [0.3453, -1.4811, -2.1237], [-1.1737, -1.9718, -2.4999], [-2.0484, -2.5273, -1.2218], [-1.4178, -3.3672, -2.4143], [0.5970, 0.3827, -5.9344], [-0.4688, -0.3625, -4.7072], [0.3345, -1.6599, -1.0333], [0.3939, -0.4113, -2.4084], [-1.7320, -1.3684, -3.2724], [-2.8680, -1.7898, -1.5847], [-2.7753, -3.3633, -1.1888], [0.8749, 1.2429, -11.2781], [-0.9587, 0.6238, -11.4912], [-1.9030, 1.3847, -10.5979], [-1.7725, 0.7825, -8.7509], [-0.9567, -0.4456, -11.2980], [-1.1980, 0.7999, -12.5390], [-2.9366, 1.1964, -10.8845], [-1.7210, 2.4560, -10.5962], [2.5800, -3.6081, -1.6086], [1.5663, -4.5057, -0.2226], [2.3650, -4.6814, 1.0331], [3.6428, -6.1441, 0.8606], [1.2188, -5.4462, -0.6426], [0.7110, -3.8551, -0.0411], [1.7148, -4.9686, 1.8600], [2.9340, -3.7994, 1.3165], [-4.6954, -0.4645, -1.3126], [-4.8671, -0.3330, 0.6223], [-4.8332, 1.0993, 1.0833], [-3.0194, 1.8049, 1.0609], [-4.0730, -0.9385, 1.0516], [-5.8298, -0.7876, 0.8521], [-5.1549, 1.1757, 2.1210], [-5.4385, 1.7620, 0.4706], [-5.1940, 4.6454, 2.4569], [-3.6530, 5.5427, 3.2373], [-3.1861, 6.6831, 2.3729], [-2.1960, 6.0405, 0.8232], [-2.8904, 4.7841, 3.3941], [-3.9975, 5.9110, 4.2025], [-2.4838, 7.3125, 2.9177], [-3.9999, 7.2967, 1.9963], [3.2769, -3.3551, 4.7878], [3.8568, -1.6388, 4.0538], [2.6619, -0.8043, 3.6513], [1.8969, -1.4367, 1.9741], [4.5207, -1.8484, 3.2290], [4.3992, -1.1516, 4.8483], [2.9603, 0.2252, 3.4588], [1.8623, -0.8132, 4.3880], [8.1991, -4.6759, 6.9797], [8.4386, -4.0277, 5.1591], [7.8261, -2.6627, 4.9778], [5.8740, -2.7682, 4.8297], [8.0137, -4.7776, 4.4970], [9.5171, -3.9880, 5.0118], [8.1597, -2.2162, 4.0411], [8.0460, -1.9838, 5.7979], [-1.5585, -3.7794, 1.6712], [-2.0970, -2.2820, 2.7873], [-1.4440, -2.3428, 4.1431], [-2.2957, -3.6707, 5.2846], [-3.1832, -2.2955, 2.8340], [-1.7705, -1.3927, 2.2458], [-1.5656, -1.3965, 4.6692], [-0.3874, -2.5962, 4.0959], [-0.2574, 6.6622, 6.0252], [0.2155, 8.1478, 4.8587], [-0.1927, 9.4698, 5.4556], [-2.1096, 9.7639, 5.2812], [-0.2481, 7.9532, 3.8952], [1.2980, 8.0938, 4.7540], [0.2722, 10.2925, 4.9146], [0.0447, 9.5554, 6.5124]]
}